{
  "formula": "C2H2O3S",
  "method": "ωB97M-V/def2-TZVPD",
  "relative_energy_kcal_mol": 69.5,
  "e_tot_ev": -19081.4308,
  "lumo_ev": -0.9,
  "smiles": "O=CC=S(=O)=O",
  "elements": ["S", "O", "O", "O", "C", "C", "H", "H"],
  "positions_angstrom": [[0.336, -0.403, 1.226], [1.198, 0.281, -1.549], [1.723, -0.647, 1.077], [-0.328, -0.627, 2.469], [-0.601, 0.095, -0.051], [0.021, 0.369, -1.297], [-0.716, 0.685, -2.067], [-1.633, 0.245, 0.192]],
  "atomic_forces_ev_per_a": [[-1.2, 0.2, -0.7], [0.0, 0.0, -0.1], [0.1, 0.1, -0.2], [-0.1, 0.1, -0.2], [1.1, -0.8, 2.5], [0.2, 0.3, -1.3], [0.2, 0.0, 0.0], [-0.2, 0.0, 0.1]],
  "mulliken_charge": [0.94, -0.48, -0.43, -0.49, -0.28, 0.07, 0.29, 0.38]
}


{
  "formula": "C4H10NO",
  "method": "ωB97M-V/def2-TZVPD",
  "relative_energy_kcal_mol": 112.9,
  "e_tot_ev": -7836.4199,
  "total_charge": 1,
  "lumo_ev": -7.5,
  "elements": ["O", "N", "C", "C", "C", "C", "H", "H", "H", "H", "H", "H", "H", "H", "H", "H"],
  "positions_angstrom": [[-1.455, 0.081, 1.993], [-0.725, 0.723, -0.871], [1.518, 0.224, -0.537], [0.178, -0.129, -0.422], [-2.135, 0.179, -0.898], [2.456, -0.714, 0.131], [-1.865, -0.888, -0.874], [1.848, -1.279, 0.836], [-0.720, 1.732, -0.711], [-2.564, 0.501, -1.848], [1.717, 1.100, -1.165], [-0.705, -0.076, 1.395], [-2.546, 0.323, 0.101], [-1.135, -0.164, 2.868], [3.286, -0.181, 0.603], [2.849, -1.432, -0.602]],
  "atomic_forces_ev_per_a": [[0.4, 0.0, -0.3], [-1.7, -1.5, 2.9], [-0.4, -1.5, 1.1], [0.6, 3.3, -3.1], [2.2, -1.2, -0.9], [0.0, 1.2, 0.2], [-0.9, 0.0, -0.5], [0.3, -0.2, 0.2], [0.6, 0.1, 0.0], [-0.7, 0.0, 0.7], [0.6, -0.9, -0.5], [-0.4, -0.1, 0.8], [-0.6, 0.8, -0.4], [-0.1, 0.0, 0.1], [0.1, -0.3, -0.1], [0.0, 0.2, 0.0]],
  "mulliken_charge": [-0.59, 0.02, 0.23, -0.29, -0.76, -1.00, 0.38, 0.33, 0.30, 0.31, 0.37, 0.29, 0.40, 0.33, 0.36, 0.32]
}


{
  "formula": "C2H6S2",
  "method": "ωB97M-V/def2-TZVPD",
  "relative_energy_kcal_mol": 35.8,
  "e_tot_ev": -23840.2618,
  "lumo_ev": 0.1,
  "smiles": "CSSC",
  "elements": ["S", "S", "C", "C", "H", "H", "H", "H", "H", "H"],
  "positions_angstrom": [[-0.770, -1.193, -0.045], [-1.758, 0.665, -0.100], [-0.546, 1.952, -0.630], [0.880, -1.849, 0.536], [0.499, -2.857, 0.684], [1.026, -1.467, 1.582], [-1.025, 2.805, -0.155], [-0.399, 2.249, -1.670], [0.334, 1.628, -0.114], [1.758, -1.933, -0.087]],
  "atomic_forces_ev_per_a": [[-0.6, -1.3, -1.6], [1.4, 0.1, 0.1], [-1.3, 0.0, 0.4], [-1.2, 0.9, 2.5], [0.0, -0.2, -0.1], [0.6, -0.3, -1.1], [0.5, 0.3, 0.3], [-0.1, -0.9, -0.1], [0.7, 0.5, 0.0], [0.0, 0.8, -0.4]],
  "mulliken_charge": [-0.08, -0.06, -0.73, -0.78, 0.27, 0.29, 0.24, 0.29, 0.26, 0.30]
}


{
  "formula": "C19H21ClFN3",
  "method": "ωB97M-V/def2-TZVPD",
  "e_tot_ev": -39752.7397,
  "lumo_ev": 0.7,
  "smiles": "C/C(=N\\N1CCN(Cc2ccc(Cl)cc2)CC1)c1ccc(F)cc1",
  "elements": ["Cl", "F", "N", "N", "N", "C", "C", "C", "C", "C", "C", "C", "C", "C", "C", "C", "C", "C", "C", "C", "C", "C", "C", "C", "H", "H", "H", "H", "H", "H", "H", "H", "H", "H", "H", "H", "H", "H", "H", "H", "H", "H", "H", "H", "H"],
  "positions_angstrom": [[4.979, 3.715, 0.372], [-5.373, 3.482, -1.133], [-0.732, -2.210, 0.436], [1.670, -1.965, -0.719], [-1.452, -1.120, 0.261], [0.894, -3.092, -1.191], [-0.918, 0.298, 2.274], [-4.285, 2.576, 0.753], [-1.613, -0.079, 0.985], [1.706, 1.603, -0.458], [-0.595, -3.019, -0.763], [2.548, 2.626, -0.057], [-3.752, 1.801, -1.470], [-2.828, 0.929, -0.932], [3.919, 2.444, -0.132], [4.452, 1.255, -0.605], [2.221, 0.406, -0.938], [3.600, 0.244, -1.006], [1.307, -0.708, -1.366], [-3.354, 1.700, 1.277], [1.688, -1.930, 0.737], [0.365, -2.435, 1.356], [-2.604, 0.865, 0.446], [-4.469, 2.620, -0.616], [0.169, -1.968, 2.317], [-1.211, -2.561, -1.537], [-3.921, 1.856, -2.534], [0.970, -3.142, -2.279], [-2.261, 0.279, -1.579], [0.636, 1.741, -0.394], [2.514, -2.564, 1.080], [0.158, 0.156, 2.187], [5.522, 1.127, -0.658], [1.900, -0.907, 1.053], [2.145, 3.555, 0.314], [-1.286, -0.294, 3.112], [-0.977, -4.028, -0.566], [-3.235, 1.651, 2.348], [1.359, -3.992, -0.779], [-4.871, 3.218, 1.393], [1.425, -0.870, -2.444], [0.413, -3.518, 1.512], [0.266, -0.405, -1.185], [3.999, -0.690, -1.369], [-1.089, 1.349, 2.494]],
  "atomic_forces_ev_per_a": [[0.1, 0.1, 0.1], [0.1, -0.1, 0.0], [0.2, -0.5, 0.2], [0.0, 0.1, -0.1], [-0.7, 0.5, -0.3], [0.0, -0.1, 0.0], [0.0, -0.3, -0.1], [-0.2, 0.2, -0.3], [0.5, -0.3, 0.3], [0.1, -0.2, -0.1], [0.0, -0.2, -0.1], [0.1, 0.1, 0.0], [-0.2, 0.2, 0.0], [0.0, 0.1, 0.2], [-0.2, -0.1, 0.0], [0.0, 0.0, 0.0], [-0.1, 0.1, 0.0], [-0.1, 0.1, 0.0], [0.0, 0.0, -0.1], [0.2, -0.2, -0.2], [0.1, -0.1, 0.2], [0.2, 0.3, 0.0], [-0.3, 0.4, -0.3], [0.0, -0.1, 0.1], [0.0, -0.1, 0.0], [0.0, 0.0, 0.1], [0.0, 0.0, -0.1], [0.0, -0.1, 0.0], [0.1, 0.0, -0.1], [-0.1, 0.0, 0.0], [0.0, 0.1, 0.1], [0.1, 0.0, 0.1], [0.1, 0.0, 0.0], [0.0, -0.1, 0.1], [0.0, 0.1, 0.0], [0.0, 0.0, 0.1], [0.0, 0.0, -0.1], [0.1, 0.0, 0.1], [0.0, -0.1, -0.1], [-0.1, 0.1, 0.0], [-0.1, 0.0, 0.0], [0.0, 0.1, 0.0], [0.1, 0.0, -0.1], [0.1, -0.1, 0.0], [0.0, 0.0, 0.0]],
  "mulliken_charge": [-0.22, -0.34, 0.14, 0.00, -0.36, -0.78, -1.90, -0.68, 1.12, 0.21, -0.78, -1.01, -0.75, -0.29, 0.46, -0.78, -0.44, -0.28, 0.19, -0.40, -0.60, -0.89, 0.35, 0.36, 0.35, 0.37, 0.43, 0.36, 0.33, 0.46, 0.36, 0.30, 0.42, 0.31, 0.42, 0.38, 0.37, 0.41, 0.39, 0.43, 0.45, 0.35, -0.19, 0.45, 0.52]
}